No. 1
This record from OMol25 describes a structure of composition C31H41N3O5PtS2Te. The level of theory is ωB97M-V/def2-TZVPD.

Spin multiplicity   2
Net charge   +1
Expectation value of S²   0.75
Maximum force   0.17 eV/A
Energy above the lowest of the compared OMol25 structures with the same formula, charge and spin   0.00 kcal per mole
HOMO-LUMO gap (alpha / beta)   0.308 / 0.273 Eh

Last column: Löwdin spin population.
Positions of all 84 atoms, in Å:
Pt -0.260 -0.238 0.238  0.0091
C -1.443 -2.309 1.972  0.0002
C -2.552 -1.397 1.461  0.0000
N -2.050 -0.021 1.176  -0.0007
C -2.050 0.930 2.315  -0.0001
C -1.138 0.586 3.486  0.0000
S 0.645 0.496 3.131  0.0001
C 1.018 -1.263 3.381  0.0001
C 1.034 -2.160 2.145  0.0026
N -0.158 -2.037 1.273  0.0017
H -1.736 -3.350 1.829  0.0001
H -1.291 -2.170 3.037  0.0001
H -3.376 -1.359 2.180  0.0000
H -2.942 -1.773 0.516  0.0000
H -2.671 0.370 0.468  0.0001
H -3.075 1.018 2.692  0.0000
H -1.758 1.895 1.900  0.0000
H -1.450 -0.327 3.992  0.0000
H -1.263 1.388 4.214  0.0000
H 0.360 -1.642 4.162  0.0000
H 2.021 -1.285 3.806  0.0000
H 1.140 -3.198 2.474  0.0001
H 1.891 -1.919 1.517  0.0026
H -0.026 -2.697 0.502  0.0025
O -2.770 -0.444 -1.743  0.0001
S 1.440 -1.701 -1.819  0.3696
O 2.730 -1.842 -2.452  0.2119
O 0.802 -2.907 -1.282  0.1926
O 1.506 -0.607 -0.737  0.1634
C -2.021 6.289 -7.836  0.0000
C -1.996 5.456 -6.587  0.0000
C -2.655 4.239 -6.513  0.0000
C -2.611 3.452 -5.370  0.0000
C -3.379 2.154 -5.390  0.0000
C -1.875 3.894 -4.256  0.0000
Te -1.824 2.436 -2.680  0.0007
N -0.538 1.422 -0.835  -0.0004
C 0.027 2.545 -0.793  0.0000
O -0.415 3.441 -1.737  0.0001
C 1.075 3.106 0.089  0.0001
C 2.179 2.338 0.445  0.0007
C 3.145 2.876 1.282  0.0000
C 3.004 4.165 1.775  0.0000
C 1.903 4.932 1.417  0.0000
C 0.946 4.411 0.563  0.0001
C -0.806 0.911 -3.726  0.0014
C -1.448 -0.333 -3.795  0.0072
C -2.793 -0.606 -3.162  0.0002
C -0.800 -1.378 -4.437  0.0140
C 0.464 -1.220 -4.996  0.0114
C 1.171 -2.364 -5.661  0.0002
C 1.073 0.022 -4.893  0.0058
C 0.469 1.106 -4.261  0.0011
C 1.242 2.390 -4.136  -0.0001
C -1.275 5.163 -4.271  0.0000
C -0.589 5.845 -3.111  0.0000
C -1.335 5.899 -5.451  0.0000
H -2.636 5.829 -8.608  0.0000
H -1.014 6.415 -8.235  0.0000
H -2.418 7.284 -7.631  0.0000
H -3.223 3.887 -7.367  0.0000
H -4.038 2.126 -6.256  0.0000
H -4.021 2.042 -4.511  0.0000
H -2.719 1.288 -5.458  0.0000
H 2.290 1.338 0.049  0.0010
H 4.013 2.286 1.547  0.0000
H 3.758 4.578 2.432  0.0000
H 1.798 5.941 1.794  0.0000
H 0.097 5.011 0.263  0.0000
H -3.560 0.077 -3.535  0.0000
H -1.875 -0.667 -1.430  0.0003
H -3.110 -1.618 -3.423  0.0000
H -1.286 -2.346 -4.484  0.0000
H 0.670 -3.309 -5.462  0.0000
H 2.198 -2.437 -5.301  -0.0001
H 1.205 -2.219 -6.743  0.0001
H 2.072 0.153 -5.292  0.0000
H 2.076 2.392 -4.835  0.0000
H 1.653 2.496 -3.130  0.0000
H 0.628 3.264 -4.340  0.0000
H -0.972 5.543 -2.144  0.0000
H -0.723 6.921 -3.211  0.0000
H 0.485 5.644 -3.117  0.0000
H -0.862 6.875 -5.465  0.0000

No. 2
This record from OMol25 describes a structure of composition C31H42As2HfN4OS3 at a distorted geometry. The level of theory is ωB97M-V/def2-TZVPD.

Spin multiplicity   1
Net charge   +2
Maximum force   3.39 eV/A
HOMO-LUMO gap   0.253 Eh

Last column: Löwdin charge in e.
Positions of all 84 atoms, in Å:
Hf 0.122 -0.502 -0.326  0.8793
C 4.451 -0.686 0.485  0.0164
C 2.982 -0.517 0.683  -0.1974
N 2.153 -0.819 -0.282  -0.1498
N 2.591 -1.422 -1.425  -0.0489
C 1.912 -1.254 -2.510  -1.1096
S 0.608 -0.091 -2.704  0.5565
S 2.274 -2.069 -3.986  0.9556
C 3.303 -3.570 -3.646  -0.3565
C 4.264 -3.525 -2.510  -0.3040
C 3.859 -3.948 -1.248  -0.0741
C 4.757 -3.982 -0.200  -0.0954
C 6.075 -3.606 -0.402  -0.0893
C 6.482 -3.168 -1.651  -0.0635
C 5.579 -3.119 -2.698  -0.0255
C 2.437 -0.001 1.929  -0.1163
C 3.319 0.596 2.851  -0.0088
C 2.887 1.111 4.051  -0.0478
C 1.538 1.035 4.379  -0.0358
C 0.646 0.433 3.514  -0.0016
C 1.060 -0.109 2.290  -0.3461
O 0.163 -0.772 1.539  -0.3010
H 4.628 -1.173 -0.472  0.0691
H 4.884 -1.286 1.283  0.1069
H 4.952 0.282 0.479  0.1106
H 3.819 -3.707 -4.597  0.0877
H 2.581 -4.378 -3.517  0.0708
H 2.836 -4.265 -1.099  0.0955
H 4.435 -4.315 0.776  0.0969
H 6.782 -3.648 0.410  0.1111
H 7.508 -2.884 -1.815  0.1129
H 5.906 -2.792 -3.672  0.1221
H 4.363 0.666 2.595  0.1145
H 3.586 1.572 4.732  0.1195
H 1.182 1.431 5.317  0.1214
H -0.398 0.338 3.777  0.1251
C -3.814 0.543 0.734  -0.2422
As -2.520 -0.139 -0.615  1.0651
C -3.808 -1.276 -1.591  -0.2711
C -2.399 1.463 -1.761  -0.4358
C -3.292 1.666 -2.811  -0.0895
C -3.176 2.760 -3.649  -0.0427
C -2.172 3.687 -3.434  -0.0427
C -1.289 3.511 -2.384  -0.0960
C -1.376 2.400 -1.549  -0.4500
As -0.079 2.181 -0.071  1.1207
C -0.670 3.736 1.039  -0.2233
C 1.553 3.007 -0.807  -0.2660
H -4.610 1.113 0.237  0.0491
H -3.310 1.182 1.465  0.0196
H -4.260 -0.309 1.258  0.0394
H -4.810 -0.830 -1.574  0.0461
H -3.857 -2.253 -1.097  0.0264
H -3.477 -1.425 -2.623  0.0430
H -4.090 0.953 -2.977  0.0977
H -3.871 2.891 -4.463  0.1199
H -2.079 4.548 -4.076  0.1196
H -0.512 4.246 -2.208  0.1022
H -0.840 4.604 0.392  0.0450
H 0.112 3.976 1.767  0.0379
H -1.594 3.508 1.576  0.0279
H 1.438 4.087 -0.945  0.0417
H 1.803 2.543 -1.765  0.0196
H 2.378 2.842 -0.103  0.0322
C 0.404 -6.065 2.603  -0.0618
C 1.364 -5.406 1.615  -0.2244
N 0.771 -4.295 0.883  0.0111
C -0.048 -4.392 -0.167  -0.7068
S -0.636 -2.945 -0.863  0.6745
N -0.399 -5.558 -0.682  0.0425
C -1.286 -5.732 -1.824  -0.2389
C -0.586 -5.499 -3.159  -0.0774
H 0.900 -6.906 3.080  0.0878
H -0.493 -6.438 2.114  0.0728
H 0.107 -5.361 3.376  0.0825
H 1.740 -6.141 0.899  0.1211
H 2.220 -5.003 2.156  0.1207
H 0.833 -3.378 1.313  0.1183
H -0.032 -6.399 -0.260  0.1472
H -2.123 -5.036 -1.723  0.0974
H -1.671 -6.750 -1.782  0.1301
H -0.272 -4.462 -3.250  0.0410
H -1.283 -5.714 -3.964  0.0867
H 0.276 -6.155 -3.270  0.0814

No. 3
This record from OMol25 describes a structure of composition C31H42BN10O2S4Ti at a distorted geometry. The level of theory is ωB97M-V/def2-TZVPD.

Spin multiplicity   1
Net charge   +1
Maximum force   1.22 eV/A
Energy above the lowest of the compared OMol25 structures with the same formula, charge and spin   12.98 kcal per mole
HOMO-LUMO gap   0.267 Eh

Last column: Löwdin charge in e.
Positions of all 91 atoms, in Å:
Ti -0.067 0.476 0.067  0.4632
C 0.369 -4.699 0.328  -0.0418
C 0.500 -3.525 1.256  -0.2932
C 1.563 -2.637 1.130  -0.0622
C 1.695 -1.545 1.982  -0.1320
C 0.729 -1.305 2.954  -0.1039
C -0.334 -2.187 3.091  -0.0754
C -0.438 -3.290 2.259  -0.0640
H -0.322 -4.482 -0.492  0.0731
H -0.013 -5.580 0.843  0.0865
H 1.329 -4.957 -0.117  0.0778
H 2.331 -2.833 0.390  0.0996
H 2.575 -0.916 1.921  0.0777
H 0.827 -0.458 3.622  0.1071
H -1.077 -2.022 3.860  0.1124
H -1.262 -3.981 2.389  0.1198
C 3.461 -2.567 -4.750  -0.0233
C 3.079 -2.199 -3.317  -0.5271
C 1.874 -3.034 -2.912  -0.0784
C 4.231 -2.467 -2.351  -0.0150
N 2.831 -0.709 -3.292  0.0253
C 3.823 0.141 -3.753  -0.0254
C 3.359 1.400 -3.655  -0.0197
N 2.089 1.335 -3.125  0.0242
B 1.277 2.625 -2.877  -0.5526
N -0.230 2.424 -3.245  0.0346
C -0.547 2.346 -4.582  -0.0221
C -1.864 2.086 -4.682  -0.0180
N -2.370 1.999 -3.399  0.0336
C -1.350 2.205 -2.545  -0.6029
S -1.428 2.249 -0.808  0.8052
C -3.864 1.819 -3.203  -0.5201
C -4.530 3.092 -3.714  -0.0184
C -4.269 0.600 -4.033  -0.0200
C -4.278 1.567 -1.761  -0.0811
N 1.532 3.251 -1.473  0.0319
C 1.360 4.605 -1.326  -0.0268
C 1.726 4.936 -0.072  -0.0171
N 2.122 3.777 0.566  0.0323
C 2.010 2.759 -0.314  -0.5827
S 2.331 1.059 -0.036  0.7436
C 2.715 3.872 1.958  -0.5213
C 2.975 2.524 2.612  -0.0729
C 1.729 4.643 2.836  -0.0208
C 4.035 4.629 1.817  -0.0195
C 1.793 0.049 -2.886  -0.6220
S 0.294 -0.494 -2.188  0.7397
H 3.628 -3.642 -4.803  0.0975
H 4.375 -2.079 -5.081  0.0779
H 2.659 -2.313 -5.443  0.0998
H 2.185 -4.074 -3.015  0.0987
H 1.016 -2.872 -3.560  0.0804
H 1.568 -2.867 -1.885  0.0347
H 4.414 -3.540 -2.301  0.0986
H 3.986 -2.111 -1.349  0.0836
H 5.157 -1.988 -2.667  0.0850
H 4.756 -0.229 -4.130  0.1245
H 3.809 2.337 -3.925  0.1316
H 1.694 3.431 -3.667  0.1292
H 0.196 2.492 -5.344  0.1338
H -2.486 1.976 -5.548  0.1263
H -4.298 3.284 -4.761  0.0837
H -4.221 3.957 -3.125  0.0958
H -5.610 2.987 -3.625  0.0985
H -4.127 0.748 -5.103  0.0784
H -5.332 0.417 -3.878  0.0991
H -3.716 -0.284 -3.717  0.0833
H -4.130 2.433 -1.121  0.0619
H -3.772 0.708 -1.328  0.0386
H -5.346 1.351 -1.790  0.1016
H 1.002 5.220 -2.131  0.1356
H 1.752 5.892 0.412  0.1264
H 2.073 1.921 2.693  0.0588
H 3.331 2.751 3.618  0.0998
H 3.743 1.945 2.107  0.0616
H 0.822 4.063 3.003  0.0663
H 1.444 5.606 2.421  0.0771
H 2.210 4.833 3.795  0.1001
H 4.696 4.130 1.109  0.0962
H 4.533 4.661 2.785  0.0964
H 3.885 5.657 1.487  0.0859
O -0.358 1.478 1.608  -0.4097
N -0.896 2.457 2.335  0.0647
C -2.164 2.344 2.520  -0.2733
C -2.787 3.368 3.325  -0.1404
N -3.284 4.181 3.962  0.1989
C -2.989 1.305 1.961  -0.1602
N -3.686 0.521 1.497  0.2330
O -2.889 -1.714 -1.665  -0.4745
S -2.282 -1.922 -0.369  0.8163
N -1.258 -0.962 0.121  -0.5091

No. 4
This record from OMol25 describes a structure of composition C31H42BrCuN3P2 at a distorted geometry. The level of theory is ωB97M-V/def2-TZVPD.

Spin multiplicity   2
Net charge   +2
Expectation value of S²   0.76
Maximum force   2.79 eV/A
Energy above the lowest of the compared OMol25 structures with the same formula, charge and spin   23.11 kcal per mole
HOMO-LUMO gap (alpha / beta)   0.296 / 0.191 Eh

Last column: Löwdin spin population.
Positions of all 80 atoms, in Å:
C 2.755 4.835 -1.582  0.0001
C 1.680 4.352 -2.367  0.0001
C 1.895 4.147 -3.747  0.0001
C 3.170 4.361 -4.253  0.0000
N 4.181 4.754 -3.484  0.0001
C 3.996 4.995 -2.193  0.0000
C 0.451 3.975 -1.708  0.0011
C -0.502 3.601 -1.022  0.0001
C -1.464 2.883 -0.244  0.0015
C -1.077 1.772 0.501  0.0035
C -2.037 0.860 0.988  0.0019
C -3.393 1.078 0.663  0.0014
C -3.802 2.330 0.244  0.0017
C -2.832 3.207 -0.260  -0.0013
Cu -1.510 -1.031 0.571  0.1934
P 1.084 -0.592 -0.282  0.3366
H 1.090 3.792 -4.419  0.0000
H 2.643 5.020 -0.505  0.0000
H 3.373 4.209 -5.320  0.0000
H 4.850 5.331 -1.598  0.0000
H -3.118 4.157 -0.713  -0.0001
H -0.032 1.542 0.707  0.0038
H -4.848 2.652 0.298  0.0001
H -1.854 0.069 1.761  -0.0003
C 1.889 -2.236 -0.008  0.0317
C 3.138 -2.592 -0.792  0.0137
H 1.095 -2.975 -0.204  0.0002
H 2.088 -2.268 1.074  -0.0004
H 3.377 -3.639 -0.574  0.0032
H 3.005 -2.499 -1.875  0.0003
H 4.009 -2.000 -0.495  0.0000
C 1.364 -0.036 -2.033  0.0314
C 2.739 0.473 -2.469  0.0139
H 0.633 0.779 -2.171  0.0017
H 1.049 -0.863 -2.685  -0.0006
H 2.752 0.547 -3.568  0.0032
H 2.944 1.479 -2.072  0.0002
H 3.560 -0.201 -2.190  0.0000
C 2.138 0.648 0.611  0.0489
C 3.626 0.390 0.753  0.0187
H 1.693 0.733 1.608  0.0021
H 1.964 1.610 0.103  -0.0001
H 4.036 1.162 1.413  0.0043
H 3.842 -0.586 1.196  0.0007
H 4.160 0.473 -0.199  0.0001
Br -4.521 -0.499 0.922  0.0086
P -1.771 -1.901 -1.540  0.1520
C -0.697 -2.789 -2.731  0.0137
C -1.253 -4.058 -3.360  0.0052
H 0.234 -3.011 -2.191  0.0017
H -0.407 -2.092 -3.528  -0.0001
H -0.476 -4.542 -3.962  0.0010
H -1.585 -4.773 -2.604  0.0002
H -2.079 -3.849 -4.047  0.0000
C -2.902 -3.134 -0.755  0.0315
C -4.267 -3.311 -1.372  0.0098
H -3.031 -2.803 0.284  0.0055
H -2.365 -4.090 -0.684  0.0004
H -4.874 -3.947 -0.722  0.0015
H -4.810 -2.370 -1.480  0.0005
H -4.231 -3.822 -2.336  0.0001
C -2.726 -0.689 -2.527  0.0202
C -3.154 -1.121 -3.927  0.0089
H -2.069 0.192 -2.590  0.0013
H -3.590 -0.365 -1.932  -0.0002
H -3.735 -0.320 -4.403  0.0018
H -2.296 -1.319 -4.579  0.0001
H -3.806 -2.002 -3.920  0.0000
N 0.477 -0.155 8.167  -0.0003
C 0.357 -0.252 7.006  0.0000
C 0.211 -0.357 5.574  -0.0005
C 0.050 -1.596 4.948  0.0008
C -0.122 -1.636 3.560  0.0003
N -0.101 -0.530 2.811  0.0165
C 0.029 0.665 3.409  0.0011
C 0.226 0.792 4.781  0.0008
H 0.044 -2.525 5.510  0.0001
H -0.309 -2.581 3.044  -0.0001
H -0.044 1.574 2.806  0.0003
H 0.381 1.781 5.201  0.0001

No. 5
This record from OMol25 describes a structure of composition C31H42BrDyN3O6P2 at a distorted geometry. The level of theory is ωB97M-V/def2-TZVPD.

Spin multiplicity   6
Net charge   +3
Expectation value of S²   9.84
Maximum force   12.29 eV/A
HOMO-LUMO gap (alpha / beta)   0.095 / 0.160 Eh

Last column: Löwdin spin population.
Positions of all 86 atoms, in Å:
C 6.224 -2.581 -3.009  -0.0498
C 4.669 -3.097 -3.071  -0.0043
C 3.847 -1.987 -4.014  -0.0040
O 2.433 -2.078 -3.572  -0.0033
C 2.247 -1.005 -2.548  -0.0111
N 2.182 -1.407 -1.107  0.0074
C 1.944 -0.212 -0.221  -0.0057
C 1.794 -0.503 1.420  0.0198
C 1.938 -2.106 1.870  0.0013
C 0.525 -2.938 1.773  0.0010
C -0.497 -2.433 0.593  0.0002
P -2.214 -3.349 0.620  0.0000
O -2.203 -4.366 1.835  0.0000
O -3.532 -2.187 0.815  0.0000
C -4.775 -2.904 0.485  0.0000
C -6.045 -2.582 1.471  0.0000
O -2.436 -4.132 -0.920  0.0000
C -2.508 -3.173 -2.034  0.0000
C -3.241 -3.981 -3.297  0.0000
C 1.506 0.722 2.524  -0.0161
C 1.418 0.317 4.128  -0.0010
C 2.890 -0.197 4.739  -0.0008
C 0.198 -0.782 4.449  -0.0007
C -0.513 -0.444 5.893  -0.0001
C 1.329 2.287 1.956  0.0131
P 0.942 3.627 3.250  0.0014
O 0.607 5.192 2.590  -0.0005
Br -1.104 2.987 4.132  0.0029
C 1.507 2.555 0.313  -0.0112
C 1.406 4.103 -0.315  0.0264
C -0.136 4.558 -0.663  0.3012
C -0.408 5.290 -2.142  0.1982
C -1.876 5.769 -2.688  -0.0573
C -3.194 5.516 -1.747  0.2909
C -4.658 5.977 -2.360  0.0276
C -2.950 4.821 -0.278  0.2871
C -1.457 4.328 0.278  -0.1179
C 1.793 1.314 -0.772  0.0074
N 1.878 1.722 -2.219  -0.0101
C 2.085 0.516 -3.083  0.0084
O 2.144 0.741 -4.561  0.0010
C 0.694 0.885 -4.922  0.0003
N -0.584 1.110 -5.145  0.0004
H 6.737 -3.073 -2.052  -0.0022
H 6.824 -2.811 -3.992  -0.0019
H 6.242 -1.409 -2.795  -0.1118
H 4.109 -3.074 -2.019  -0.0004
H 4.516 -4.137 -3.587  -0.0017
H 3.988 -2.199 -5.165  -0.0002
H 4.350 -0.954 -3.790  -0.0036
H 2.702 -2.673 1.150  0.0002
H 2.352 -2.251 2.952  0.0001
H 0.824 -4.058 1.491  0.0000
H -0.033 -3.038 2.823  0.0000
H -0.765 -1.288 0.628  0.0001
H 0.007 -2.754 -0.439  0.0000
H -5.094 -2.610 -0.622  0.0000
H -4.620 -4.084 0.514  0.0000
H -7.028 -3.111 1.060  0.0000
H -5.896 -3.026 2.567  0.0000
H -6.292 -1.425 1.480  0.0000
H -3.220 -2.251 -1.799  0.0000
H -1.467 -2.823 -2.447  0.0000
H -3.984 -4.763 -2.819  0.0000
H -2.446 -4.559 -3.964  0.0000
H -3.849 -3.263 -3.999  0.0000
H 1.146 1.244 4.829  0.0000
H 2.767 -1.242 5.293  -0.0001
H 3.571 -0.421 3.797  0.0000
H 3.397 0.603 5.432  0.0000
H -0.580 -0.851 3.547  0.0000
H 0.704 -1.849 4.531  0.0000
H -1.540 -1.005 6.047  0.0000
H 0.215 -0.791 6.769  0.0000
H -0.690 0.719 6.069  0.0000
H 0.278 5.801 3.338  0.0000
H 1.976 4.865 0.407  0.0110
H 2.004 4.198 -1.344  0.0011
H 0.553 5.436 -2.833  0.0050
H -1.935 6.262 -3.762  -0.0049
H -5.405 5.067 -2.356  0.0080
H -5.093 6.949 -1.857  0.0112
H -4.484 6.244 -3.509  -0.0004
H -3.925 4.650 0.388  0.0071
H -1.354 3.814 1.324  -0.0074
Dy 6.572 0.049 -1.730  4.1892